[1]
This record from the Open Molecules 2025 dataset describes 2 unconnected molecules or ions with the total composition C4H12 at a distorted geometry. The level of theory is wB97M-V/def2-TZVPD.

The geometry in XYZ format:
```
16
Properties=species:S:1:pos:R:3:forces:R:3
H -0.85160 -0.49042 -1.07182 0.7 0.0 0.6
H 3.36367 -0.65188 1.25122 0.9 -0.8 0.5
H 3.56467 0.79826 0.34571 0.2 0.8 0.0
H 1.52957 1.18452 1.71579 0.5 3.4 3.5
C 2.91490 -0.03035 0.52344 -2.6 -0.4 -0.1
H -2.53192 -0.05232 -2.15003 -0.1 0.0 -0.7
C -2.82697 -0.24029 -1.13417 -0.7 -1.2 0.0
H -1.22680 0.93203 -0.12447 -0.4 0.0 -0.1
H 0.83178 -0.39798 1.44973 0.3 -1.0 1.1
H -3.24630 -1.29038 -1.12998 0.5 1.1 0.2
H -1.40320 -0.66199 0.56565 -0.4 -0.5 0.7
H 2.80747 -0.58758 -0.43839 0.0 0.3 0.8
H -3.64500 0.43843 -0.96898 -0.3 0.3 0.6
C 1.50429 0.37460 1.15876 -0.8 -1.8 -6.6
H 0.76074 0.76943 0.33312 1.9 -0.5 0.8
C -1.54531 -0.09409 -0.32557 0.4 0.2 -1.4
```
Positions in Å, forces in eV/Å.

As for the HOMO energy: -11.11 eV. As for the SMILES: CC.CC. The orbital gap comes out at 12.238 eV. The value obtained for the energy relative to the best compared isomer or geometry (same formula, charge and spin) is 112.5 kJ/mol. As for the energy: -159.54214 Ha.


[2]
This record from the Open Molecules 2025 dataset describes a single C3H4N2O2 molecule at a distorted geometry. The level of theory is wB97M-V/def2-TZVPD.

The geometry in XYZ format:
```
11
Properties=species:S:1:pos:R:3:forces:R:3
H -0.30618 -1.05768 2.40722 -0.4 0.0 0.5
N 0.99627 -0.70532 -0.62524 -1.3 0.4 3.7
O -1.25410 0.17490 -0.25110 4.0 -1.8 2.0
H 0.13136 1.65058 -0.75376 -1.1 0.1 -0.7
C 0.01456 -0.48968 0.28166 -3.3 1.7 -5.5
N 1.55496 -1.47614 1.50249 -2.4 1.3 -2.1
C 0.27217 -1.01384 1.52253 3.4 -0.9 0.2
C -0.85863 1.27008 -1.12541 -0.6 0.2 1.1
O 1.95403 -1.24117 0.16454 0.4 -0.9 1.1
H -0.78918 0.88707 -2.14980 0.0 0.4 0.2
H -1.71526 2.00119 -0.97313 1.3 -0.6 -0.6
```
Positions in Å, forces in eV/Å.

As for the HOMO energy: -10.44 eV. As for the SMILES: COc1cnon1. The orbital gap comes out at 10.513 eV. The value obtained for the energy relative to the best compared isomer or geometry (same formula, charge and spin) is 522.8 kJ/mol. As for the energy: -376.56467 Ha.


[3]
This record from the Open Molecules 2025 dataset describes a molecular structure, C27H49DyN5O5S4Si at a distorted geometry. The level of theory is wB97M-V/def2-TZVPD.

The geometry in XYZ format:
```
92
Properties=species:S:1:pos:R:3:forces:R:3
N 2.47166 2.24365 0.53718 0.4 -0.4 0.0
H 5.70506 -2.64363 -7.16897 -0.1 -0.5 0.3
H 5.71350 -0.95911 -5.48706 -0.3 0.0 -0.1
N 1.25060 -2.03056 -1.57884 1.6 1.4 -1.5
C -4.08278 0.75216 -2.41431 0.2 0.0 0.2
H -0.70636 -1.57628 2.16782 -0.3 -0.1 -0.1
O 3.67197 -1.66207 -0.71205 -1.0 0.2 -0.1
C -2.60614 4.04048 0.51931 0.3 0.1 0.3
H -3.26020 4.10696 -0.35369 0.0 0.1 0.1
H 2.44541 -3.84289 -3.02185 0.4 0.3 -0.3
O -2.66151 -0.85601 0.45722 -0.1 -0.4 0.3
C 0.97567 -2.92465 -0.64749 -0.3 -0.4 1.0
H -6.09664 -0.03121 -2.21996 -0.2 0.0 -0.1
C 3.05057 0.08836 4.01226 -0.5 -0.4 0.5
H -3.81946 -3.23321 0.86017 -0.4 0.0 -0.1
H -4.97640 -1.26293 1.63078 0.1 -0.1 0.1
Si -2.45305 0.66176 -0.09555 0.9 0.1 0.1
H -2.83651 0.73266 -4.18411 -0.3 0.1 0.1
H 1.07888 -3.53827 2.53700 -0.3 -0.3 -0.6
H -2.58450 4.99952 1.05968 0.0 -0.1 -0.4
H 0.87965 3.35210 1.28841 0.2 -0.3 0.1
H 2.69034 -0.61167 4.79906 0.2 0.5 -0.5
H -4.69064 2.67796 -1.62549 0.0 -0.1 -0.3
C 3.95681 2.13385 0.46595 -0.3 0.8 0.1
H -2.25192 3.67597 3.32285 0.0 -0.3 -0.2
S 0.35374 -4.57213 -0.90960 0.9 1.3 0.6
S -0.42339 1.32419 -0.05679 0.5 -0.7 0.2
C -1.64871 -1.22639 2.61342 0.7 0.4 1.0
H -1.27502 2.46535 2.40982 -0.1 0.3 0.0
H 0.31880 -5.75765 1.26078 0.0 0.1 -0.2
C 4.70334 -2.87933 -5.41742 -0.2 0.5 0.5
Dy 1.64010 -0.19854 0.53449 -0.9 0.5 -0.8
C 0.54546 -4.81212 0.78225 0.0 0.7 1.8
C 0.90666 -3.66185 1.46067 -0.3 -1.3 -0.7
H -1.71742 -1.68559 3.63329 -0.1 0.3 -0.8
H 2.44828 4.10742 1.56760 -0.1 -0.3 0.2
H 4.39664 3.14140 0.58852 0.0 -0.3 0.0
H 4.48202 -0.73957 1.04914 -0.9 0.4 0.6
C 4.19176 -1.01327 -3.95033 0.6 -0.2 -0.4
N 5.36147 -3.35240 -6.52112 0.2 0.2 -0.6
C -4.16561 -1.05202 2.33338 0.2 0.4 0.2
S 2.71201 -1.35436 -1.79376 -1.2 -1.5 -0.3
C 3.14814 -3.23222 -3.60205 0.4 -0.2 -0.5
H -4.51946 0.17691 -4.45562 0.1 -0.1 0.0
C 4.56660 1.22381 1.53184 0.7 -0.2 0.4
H 4.21153 1.81578 -0.55327 -0.1 -0.2 0.3
C -2.29099 2.76681 2.69966 0.6 0.1 0.6
H 3.57938 0.89028 4.53902 -0.2 -0.1 -0.2
H 4.95204 -4.15396 -6.98763 0.2 0.2 0.2
C 3.37290 -1.90174 -3.28572 -1.0 0.1 1.0
C -5.15577 -0.06086 -1.68478 0.2 -0.1 0.2
H 2.96150 2.71321 3.46631 -0.5 -0.1 -0.3
H 1.24893 3.10875 3.61030 0.3 0.0 -0.3
S 1.50815 0.80577 3.28526 0.5 -0.1 -0.2
C -4.48612 2.21060 -2.60232 0.3 0.5 0.2
H -1.51898 -0.13959 2.74196 -0.2 -0.3 0.0
N 1.10270 -2.57939 0.62971 0.3 -0.8 0.2
H 5.63968 1.04673 1.28621 -0.6 0.3 0.1
H -3.65606 2.76199 -3.08519 -0.3 -0.3 0.3
C -3.67992 0.17698 -3.75370 0.2 -0.6 -0.3
H 2.14785 2.58969 -0.37025 0.0 -0.2 0.3
H 3.72828 -1.74850 2.97539 -0.3 0.3 0.0
H 5.01140 -0.63741 3.41433 -0.4 0.0 0.0
H 4.22016 0.03064 -3.61727 0.3 -0.5 -0.2
C -2.91115 -3.01582 1.40108 0.3 -0.1 0.1
H -2.09359 -3.31934 0.73948 0.1 0.1 0.2
H -1.59345 3.80025 0.16873 -0.3 0.0 0.2
H -5.25013 3.36689 1.04466 0.2 0.1 -0.2
N 3.90560 -0.11552 1.65555 0.9 -0.3 -0.1
H -5.31575 0.34699 -0.67834 0.0 0.1 -0.2
C -4.56465 3.33163 1.89273 -0.6 -0.6 0.3
H -4.96782 2.55046 2.56014 0.3 0.2 -0.2
H -4.38929 -1.49838 3.32249 0.2 0.1 -0.6
C -2.83657 -1.53275 1.73236 -0.4 0.2 -0.6
H -5.35477 2.32038 -3.25757 0.0 -0.1 0.2
H -4.11884 0.04309 2.43166 -0.1 -0.3 0.2
C 4.93404 -1.53448 -4.99283 -0.2 -0.6 -0.2
H -2.88925 -3.61884 2.31744 0.0 0.1 -0.2
C 1.91290 3.13760 1.58048 0.3 0.0 -0.7
H 4.57115 1.72043 2.51776 -0.1 -0.2 -0.4
O -3.23579 1.72315 0.81534 -1.0 -0.1 0.2
H 3.69556 -4.77461 -5.02502 0.0 0.7 0.2
O 2.43434 0.07357 -1.88592 0.2 0.9 0.7
C 1.97663 2.56628 2.98626 -0.1 0.3 1.0
H -2.67161 1.92847 3.30131 -0.2 0.4 -0.1
O -2.87514 0.71597 -1.64268 0.1 0.1 -0.1
H -4.62299 4.27433 2.42676 0.1 0.2 0.0
H -3.29796 -0.84373 -3.61410 -0.3 0.1 -0.1
H -4.86846 -1.11109 -1.53592 0.1 0.3 -0.3
C 3.82243 -3.72764 -4.70156 0.1 -0.2 -0.3
C 3.96526 -0.68009 3.05106 0.5 0.5 -0.9
C -3.14675 2.98244 1.47384 -0.2 -0.2 -0.3
```
Positions in Å, forces in eV/Å.

The net charge is +1. As for the HOMO energy (spin up / spin down): -10.49 / -10.50 eV. The orbital gap (spin up / spin down) comes out at 8.396 / 8.419 eV. Its multiplicity is 6. As for the energy: -4475.59163 Ha.


[4]
This record from the Open Molecules 2025 dataset describes 5 unconnected molecules or ions with the total composition C2H12O3S at a distorted geometry. The level of theory is wB97M-V/def2-TZVPD.

The geometry in XYZ format:
```
18
Properties=species:S:1:pos:R:3:forces:R:3
H 4.01029 0.01337 -0.11187 1.4 0.5 -0.6
H 2.32627 0.30437 1.80260 -1.2 0.6 0.4
O 3.17062 -0.27304 0.17546 -0.3 -0.9 1.9
C -2.25470 -0.31528 0.49880 0.5 -1.4 0.0
H 0.64703 0.76155 -2.41519 0.3 -0.3 -0.1
H -2.15420 -0.68334 1.56558 0.1 1.4 -1.1
H 2.56834 -0.14125 -0.52761 -0.9 0.3 -1.6
H 0.85408 0.59834 1.41374 0.8 0.3 1.2
O 1.46553 0.63211 2.19467 0.4 -0.8 -1.3
O 1.03605 -0.06168 -2.07989 0.3 0.3 0.0
H -3.60486 -1.93745 -0.17166 2.1 -0.1 0.0
S -0.95242 0.91995 -0.15887 -0.5 -3.4 2.2
H 0.61648 -0.96265 0.55822 -1.5 1.9 -0.6
C -2.52365 -1.57730 -0.34464 1.9 -1.0 -1.7
H -2.46738 -1.22891 -1.38406 -0.5 0.0 -0.1
H -3.22706 0.01856 0.21755 -0.7 2.0 0.9
H -1.61524 -2.33404 -0.42658 -2.1 0.9 1.0
H 0.57749 -0.15139 -1.22563 0.1 -0.2 -0.6
```
Positions in Å, forces in eV/Å.

As for the HOMO energy: -9.87 eV. The orbital gap comes out at 6.633 eV. The value obtained for the energy relative to the best compared isomer or geometry (same formula, charge and spin) is 562.5 kJ/mol. As for the energy: -707.09030 Ha.


[5]
This record from the Open Molecules 2025 dataset describes a gas-phase ion, C3H7N2 (charge +1) at a distorted geometry. The level of theory is wB97M-V/def2-TZVPD.

The geometry in XYZ format:
```
12
Properties=species:S:1:pos:R:3:forces:R:3
C 1.40750 -0.53587 -0.78270 -5.7 -1.5 -3.2
H 2.26535 -0.33961 -0.31504 3.5 0.5 1.6
C -0.66909 0.33610 0.45708 1.9 -0.5 0.6
H 0.26779 -1.52762 0.95182 0.2 -1.1 0.5
C 0.24614 -0.81482 0.17486 -0.1 2.0 -0.9
N -1.13286 -0.55404 -0.35533 -2.1 0.1 -1.4
H 1.38232 -1.39509 -1.54689 0.8 1.1 1.3
H -1.80365 1.73755 1.05674 0.1 0.8 0.0
H -0.25855 2.06941 1.78020 -0.5 -2.0 -1.5
H 1.00847 0.33058 -1.36853 0.9 -0.4 0.3
N -0.82484 1.47421 1.09443 -1.4 0.4 0.2
H -1.88859 -0.78079 -1.14665 2.2 0.7 2.5
```
Positions in Å, forces in eV/Å.

The net charge is +1. As for the HOMO energy: -15.82 eV. As for the SMILES: C[C@@H]1NC1=[NH2+]. The orbital gap comes out at 12.362 eV. The value obtained for the energy relative to the best compared isomer or geometry (same formula, charge and spin) is 184.1 kJ/mol. As for the energy: -227.68424 Ha.